Entry 1:
Below is a 17-piece molecular cluster, C80H211N17O23 overall, with properties calculated with ωB97M-V/def2-TZVPD.

As for the highest occupied orbital energy: -8.640 eV. Its total energy is -158781.7053 eV. The value obtained for the relative energy (zero: lowest compared OMol25 entry of this formula, charge and spin) is 893.5 kJ/mol.

Element x y z (Å)
H: -0.20910 -5.22172 3.32592
H: 7.40453 2.16285 -1.78714
H: 9.17418 -0.85176 -1.83172
H: -2.58014 -5.63395 -3.42742
H: 5.39841 -2.57347 -2.70844
C: 0.53145 -0.31247 0.67477
H: 4.19792 -0.16313 -12.57268
H: 6.27241 -3.57761 -2.80881
H: -11.80424 -2.42334 7.00344
H: 0.33949 -8.78059 6.54486
O: 3.73822 -0.07002 3.14445
H: 4.74185 1.17544 -4.20410
H: 0.48640 -1.40132 0.69625
H: -2.05240 -5.99784 12.03171
H: 1.43801 -5.66061 3.07812
C: -11.71331 -1.93199 6.03473
N: 4.35625 3.07749 8.61397
H: 5.63968 -0.27379 -10.68184
H: -2.48493 -0.04457 5.32302
C: -2.36246 7.82158 -1.56495
H: 0.92697 0.98948 6.25907
H: -1.39976 -6.26066 6.37034
H: -7.15443 2.23903 6.81947
H: -5.27399 -1.84347 -1.93020
C: -2.73198 -0.91472 5.93123
C: 3.68358 6.85993 -2.14542
H: 3.65407 0.08636 10.39860
C: 9.85154 3.02948 -1.21252
H: 1.96364 -0.41537 3.83429
C: -5.46886 -0.94471 1.52724
C: 1.70130 0.11419 -0.24422
H: 7.84931 -0.43818 -2.89150
H: 6.74117 -2.20173 0.79051
C: -2.74680 -0.56509 7.40916
C: 5.67300 3.18247 3.33264
H: 3.51480 5.27863 0.61825
H: -1.19551 -6.30313 -3.90518
C: 4.10671 -5.55504 -6.83958
H: -5.59908 -2.73543 -0.46567
C: 0.21256 -7.70642 6.41015
H: 0.48307 -6.94697 -2.09058
H: -4.28652 4.65655 5.91288
C: 3.87684 -0.43723 -7.71306
H: 3.84149 -6.64001 0.66208
C: 8.08763 -0.78380 -1.88559
H: 0.48828 7.27712 -4.68956
H: 3.08389 -1.09765 -8.06404
H: -4.29084 5.00364 -3.57352
H: -3.72339 -0.97016 5.48162
H: 0.79940 -1.32372 -11.33421
C: 0.76497 -5.22241 3.81508
H: 3.99815 -1.81756 -0.53079
H: 5.76429 -0.79457 -0.77796
N: 5.10343 1.94568 1.35027
O: -1.82414 -6.66740 10.15997
C: -3.11883 2.49218 -1.70664
H: 5.56933 -4.20122 -0.20136
C: 3.99896 1.10278 10.20880
H: -7.35201 -0.40595 -1.26583
O: -1.32295 -1.53277 -11.14107
H: -2.40584 1.00835 0.91376
H: -8.05504 -5.35349 -6.26554
H: 4.85215 1.00714 8.34014
H: 0.71585 2.74893 6.70366
C: 3.06383 5.52766 -0.34232
O: -3.36838 3.18504 -2.91769
H: -3.40404 -3.48261 5.26263
C: -3.73297 1.62827 -5.99583
O: 4.08675 -4.15876 -6.61308
H: -4.88124 -1.80821 1.21550
H: -4.09557 2.08590 3.37689
C: -2.14297 -2.62890 -3.44668
H: -2.52156 2.98719 7.76172
H: 4.22450 8.90530 -1.93093
H: 4.41870 -4.52948 -3.85009
H: 2.37599 3.29665 -4.07234
C: -6.98791 -1.07573 -0.48678
H: 1.05613 -0.81758 -8.87824
C: -0.17709 -6.57249 -1.30822
H: 5.54611 -2.87559 -6.13847
N: -3.78711 2.76646 5.44011
N: -6.81930 -3.17096 -1.93299
N: -0.88354 -1.53013 -8.26483
H: 3.28934 -0.68041 5.04268
H: 7.63497 2.20942 -0.08344
H: 4.09998 1.32613 4.58531
H: -2.70543 4.77063 8.07105
H: 3.93978 6.07277 -2.85453
H: -0.51510 -6.84209 11.70323
C: -3.16217 3.86458 7.67284
H: -0.21852 8.74997 -5.29951
H: 1.59607 -1.55488 -1.73680
H: -2.97031 7.04782 -3.23859
C: -8.72254 -3.70860 -3.47311
O: -1.98384 2.97746 2.08689
H: 0.91077 -2.30737 -9.26859
C: 4.36382 8.58938 -4.12166
H: -3.15448 -0.55925 -7.01416
C: -0.01148 8.19625 -4.38375
H: -2.67836 -6.88030 7.87864
H: -0.44863 0.54193 -7.61621
C: 5.16074 -3.82466 -5.76586
H: -0.52001 -2.33976 -12.90446
C: 3.94327 1.29161 3.50718
C: 2.96349 -0.81187 4.01088
C: 4.55514 8.13922 -2.63228
H: -5.12554 3.80299 10.16190
H: 3.24921 1.60611 10.81925
C: 3.41873 -2.75613 -3.96358
O: -1.98764 -2.05761 5.57289
N: 5.87949 7.82623 -2.32664
H: -6.24797 -3.39829 -2.73424
H: 5.76964 1.27146 1.00141
C: 2.75166 1.40505 8.04777
H: -2.60668 -2.48689 7.98243
H: 1.25218 2.16164 5.09255
H: 5.69084 0.50671 -1.71558
O: -2.45078 1.38002 -6.52765
C: -7.98979 -2.61378 -2.70363
H: -0.11258 0.07627 -10.93408
H: 0.61369 -0.15506 -2.09317
H: -3.74900 1.20367 -4.99206
H: -2.61309 4.70395 5.83158
O: -10.58876 -1.01048 6.02508
N: -3.22969 -1.71809 8.18468
H: 1.73224 -7.67871 4.82091
H: -1.94056 5.12415 -2.59525
H: 3.10674 0.02105 1.26509
N: -8.21209 0.38611 7.16387
C: -0.62299 3.30119 1.60569
H: -11.72474 -2.74744 5.31153
H: 1.99405 1.56728 -6.98373
H: 4.26922 -4.74859 1.82861
H: -0.82201 -5.16450 11.02757
O: 2.62242 1.92813 6.65222
H: -4.07135 2.66385 -5.96147
H: 4.23428 -5.93497 -0.92252
H: 3.80139 3.69257 9.19181
O: 2.85559 -4.89352 0.30219
H: 6.00710 3.15517 4.36982
O: -7.53506 2.04348 4.44598
H: -1.87168 -8.40866 8.17331
H: -1.38062 0.56085 2.19972
H: 4.92456 1.20810 10.77472
H: -2.05895 7.52346 -0.56140
H: 2.32696 0.40455 8.12993
C: -0.88637 -6.72659 9.03608
H: 5.41433 2.86400 1.06718
N: 5.83858 -2.99743 -3.51256
H: 6.45229 -0.64895 -7.28505
H: -11.66233 0.58163 6.71153
H: 9.60221 3.79831 -0.48119
C: -7.11044 1.17940 6.56774
H: -1.78802 -0.51868 -5.90315
H: -6.05408 0.66811 4.76146
H: -2.71331 5.39748 -0.96932
H: 0.04741 2.46524 1.80525
H: 2.30744 1.62163 -4.80138
H: 3.24167 -2.97313 -2.91018
H: -4.75686 -0.33769 2.08642
H: 5.47406 -2.10762 1.97635
N: 6.18595 -0.04192 -8.04707
H: -9.43307 -4.43703 -5.79683
C: 5.20605 1.77448 2.84240
C: -6.07206 -2.14959 -1.25383
H: 10.91879 2.87222 -1.05644
H: -2.15960 2.78276 -1.27823
O: -1.23992 8.00255 -3.67155
C: -2.22141 -0.04497 -6.78399
H: -8.30045 -0.48460 6.65975
H: -0.64305 8.97057 -1.93836
C: -2.13232 3.13680 3.57889
H: -3.52679 4.46531 9.96961
O: -0.59873 0.36037 0.25381
C: -1.39123 -1.80616 -12.52454
H: -1.89907 -3.81770 4.48716
H: -7.93856 2.73733 2.64029
C: 1.30907 2.00642 6.16994
H: -0.97750 -3.81830 -0.91584
H: -1.59112 0.31173 8.95104
H: -0.20083 4.16414 2.12067
H: -0.57673 3.42108 -6.35185
C: -1.64143 0.27828 1.17980
H: -1.68989 -1.95414 -8.70084
H: -9.57271 -3.12827 -3.83161
H: -0.41077 -5.78809 8.75127
C: 4.92215 -3.48410 0.30362
O: 3.95266 2.74855 -5.35231
H: -1.71926 -3.01206 -4.37499
C: 7.89909 1.63531 -0.97154
H: -7.72573 -1.77389 -3.34627
H: -0.35389 7.24983 -1.88930
H: -1.65078 0.41449 -8.79501
O: -6.01941 -0.34438 0.36076
H: 3.42636 9.14542 -4.11284
C: 5.92050 -2.76707 1.23209
H: 2.16840 6.08897 -0.07542
H: -6.13840 0.93715 6.99735
H: 0.69838 8.75673 -3.77542
H: 0.86403 -0.04579 1.67795
H: 6.33659 8.72463 -2.26319
H: -1.45232 -0.81661 -12.97749
C: 4.68780 -3.57234 -4.29680
H: 2.88052 4.54286 -0.77204
C: -1.20901 -4.24767 -1.89059
H: 2.00789 2.02486 8.54851
H: 5.18977 9.28062 -4.28928
C: -1.41630 -0.04859 7.93728
H: 0.41334 -6.00160 -0.59157
N: 6.08759 0.15925 -0.85420
H: 2.52221 -3.08820 -4.48712
H: 4.03707 -0.63031 -6.65234
H: -3.76993 2.68442 10.06758
H: 3.49694 -6.14999 -6.15965
H: -0.39740 -4.00635 -2.57700
H: 1.07969 -4.20036 4.02596
H: 4.76741 2.74756 -3.35982
N: 2.97270 -0.35561 0.33760
O: -7.89041 -4.20614 -4.47087
H: -1.71893 4.10062 3.87600
H: -0.67548 -0.83386 8.08767
O: 4.12140 6.26199 -0.87800
C: -10.71977 0.10031 6.97231
H: -4.72975 2.52218 5.70811
H: 3.48569 -3.15925 -0.94702
H: 2.45079 -0.49725 -12.34147
O: 9.30672 1.72816 -1.01540
H: -2.30699 -2.27472 -12.88501
C: -1.70818 -7.37688 7.86218
C: 3.74061 -4.09859 1.13134
N: 4.37914 -2.71987 -0.77733
C: -9.53356 0.95248 6.88827
H: 1.92191 4.35185 -6.18461
H: -3.03072 -1.50080 9.15075
C: 1.74741 3.28367 -6.05549
H: 0.94036 -7.39647 7.16005
C: 3.46152 -6.03367 -0.16015
H: -8.99915 -4.41389 -2.68943
H: 1.72633 1.19864 -0.35111
H: -4.01445 2.57603 -1.09109
C: -2.58337 -3.00420 4.72809
C: -1.26215 -0.11460 -7.92486
H: -0.13982 2.13970 -5.26066
C: 4.02959 1.59356 8.74955
C: -7.39036 1.90038 3.07285
H: 2.67406 -6.61642 -0.63805
H: 4.22714 3.45422 7.68580
H: -0.02852 -7.32838 9.33617
H: -4.48668 1.00884 -6.48197
C: -8.60654 -5.01777 -5.38733
C: 4.84913 2.25307 -4.32777
H: 4.90686 3.94338 3.18382
H: -9.61936 1.84925 7.50191
C: 7.48322 0.18457 -0.79864
C: 5.01039 -0.67825 -8.70415
H: 4.76221 1.05220 -10.04870
C: -1.24180 -6.12854 11.31482
C: 0.25074 -1.43993 -9.26827
H: 3.68882 -5.76539 -7.82406
H: 6.42011 -3.46677 1.90209
H: -12.62194 -1.37521 5.80564
H: 0.05030 -7.70476 4.29522
N: -3.18206 6.86007 -2.26904
H: 0.01925 3.77113 -4.80359
H: 2.99113 -1.88989 3.85211
C: 2.57668 2.66867 -4.94037
N: 1.93685 2.52451 -7.30082
O: -2.33717 -3.58126 -2.44572
C: 0.19198 3.10322 -5.64748
H: -0.42350 -7.45797 -0.72231
H: 3.53552 0.59370 -7.80667
H: 3.19576 1.15717 -12.13128
H: -4.80948 4.43138 -2.07609
C: 0.73186 -7.31094 5.04919
H: 6.91355 -0.08993 -8.74593
H: 2.90176 2.68518 -7.55228
H: -7.82023 -1.60843 -0.02679
H: -2.86218 8.78583 -1.47216
H: -10.78656 -0.32467 7.97383
C: -3.89870 4.55095 -2.66282
H: 7.85480 -0.11388 0.18165
C: 1.56067 -0.46862 -1.65385
H: -3.03196 -2.54820 3.84551
H: -7.76114 0.96328 2.65755
H: -7.49521 -0.08591 4.95573
H: -0.80468 3.54925 0.55996
H: 6.06823 1.12261 2.98320
H: 5.07483 -6.05491 -6.80840
H: 9.65089 3.38661 -2.22261
C: -4.16177 3.62657 9.68428
N: -1.11333 -7.21503 6.53533
H: -9.60813 1.18814 5.82666
H: 2.61571 7.06343 -2.22510
O: -4.38020 3.71517 8.37662
H: 3.20767 2.01638 3.15831
H: -1.52885 -1.82585 -3.03917
H: 5.20847 -1.74534 -8.80505
C: -2.83329 5.43416 -2.05207
C: -3.62560 2.87712 3.96100
H: -6.36032 2.03794 2.74395
H: 3.61684 -1.73211 -4.28014
H: -2.86015 1.50605 -2.09232
H: -3.04717 -2.06076 -3.66515
O: 0.87748 -5.89395 5.01739
H: -8.93343 -5.95101 -4.92874
N: -1.86999 -6.29782 -3.15342
H: -2.29637 -5.97462 -1.24699
H: -6.27326 -1.16110 2.23025
C: -1.43751 -5.77663 -1.88829
H: -2.10292 -0.70725 1.11774
H: 6.02269 -4.49185 -5.76615
H: -1.11517 0.77506 7.28996
H: 5.89743 2.41464 -4.57891
C: 4.73699 -0.03522 -10.11942
H: -4.22298 3.69440 3.55690
H: 3.11761 -3.41119 1.70357
H: 5.86464 7.49812 -1.37153
C: -0.07503 -1.00056 -10.76940
H: 7.63960 -1.76134 -1.70724
C: 3.30683 0.08149 -11.99456
H: 4.32661 7.80428 -4.87686
H: 6.50686 3.50485 2.70906
H: -3.41454 0.29314 7.48426
O: 3.51880 -0.44156 -10.72489
H: -1.49432 2.43023 4.10976
C: -3.41825 4.04146 6.14925
H: 3.78298 0.14032 -0.00533
H: -8.69554 -2.08609 -2.06210
C: -7.06183 0.90320 5.10390
H: 2.35070 -0.09715 -2.30651
C: -1.03717 8.00955 -2.26885


Entry 2:
Below is a 3-piece molecular cluster, C21H44F13I2N2O13P5S2 overall, with properties calculated with ωB97M-V/def2-TZVPD.

As for the highest occupied orbital energy: -8.168 eV. Its total energy is -171730.4433 eV.

Element x y z (Å)
H: -1.43983 -1.32512 1.43829
H: 2.62861 0.62488 3.06412
H: 2.24003 -7.18738 2.50707
N: 3.77779 2.38063 1.63708
O: 2.13930 0.44850 2.25097
C: 5.01038 -0.33626 0.02767
H: -10.16194 5.20910 0.30522
C: 0.87505 -5.81174 2.82747
O: -9.81319 4.34476 2.12351
H: 2.99227 -4.17156 1.52187
H: -0.50477 -5.02911 1.42872
H: 0.43805 -3.12523 2.61515
C: 2.47685 -3.27156 1.87181
F: 0.76427 0.47363 -4.98601
S: 3.52210 -1.48639 4.42919
H: -11.65306 3.58470 4.16633
O: -9.58794 3.57289 4.39504
C: 1.79558 1.31827 -5.11545
I: 6.14375 -2.63943 1.78042
H: 1.09388 -5.42538 0.74885
H: 1.73064 -1.55186 -0.20039
C: 5.40412 -0.61366 1.50123
H: 7.38865 -0.25973 2.34700
H: 0.69993 -5.26640 3.75358
C: -3.75047 3.57791 2.33289
H: 5.27612 0.69562 -0.18207
C: 2.08239 1.66289 -2.61877
H: 0.52984 -2.97219 0.86180
O: 4.17007 -4.17103 -0.65556
H: -4.08740 4.00098 1.38899
C: -9.62140 4.35241 0.70228
H: 7.04610 0.71240 0.96714
F: 3.13517 2.33271 -6.74939
C: -4.22877 1.15778 -0.70869
H: 4.41114 2.63029 0.88854
O: -8.78431 2.27183 2.28719
P: 3.06790 -3.16096 -1.31010
H: 4.58868 -0.56422 2.21322
C: -0.86735 -0.39855 1.41193
F: 3.86761 1.93546 -4.10955
F: 2.64694 -1.09124 -6.24370
F: 3.89705 -0.89711 -10.11481
H: -0.66681 -0.06298 2.42621
C: 3.06440 1.65498 -1.43013
H: 4.27397 1.89207 2.37579
H: -3.50263 4.39370 3.00752
P: -8.71068 3.56827 3.05711
F: 3.89252 -2.01215 -8.18406
O: -3.60033 0.52866 2.15285
H: -10.84086 2.08036 3.65800
O: -2.55014 2.82106 2.13097
H: 4.25837 -4.92626 -1.24987
H: 6.29764 1.10275 2.55199
C: 0.95427 -3.48676 1.72061
H: 0.07976 -0.56925 0.90726
F: 1.27766 2.57267 -5.08376
I: 6.35743 -1.37050 -1.31002
F: 2.10526 -0.85595 -8.81788
H: 1.74604 -3.54770 4.40289
F: 5.18480 -0.24433 -8.44714
H: -7.86772 2.10988 5.48512
C: -10.84483 2.88922 4.38836
H: 0.87574 -3.41351 -1.27688
C: 3.29624 -0.04915 -6.78889
C: 2.42124 1.21147 -6.55510
H: -4.53893 2.97524 2.78080
H: 3.04901 2.65438 -0.98806
O: -3.37307 2.01006 0.05028
H: -10.98802 2.47968 5.38616
H: 1.26574 0.98568 -2.37645
H: 4.09498 1.48446 -1.74173
F: 3.41853 0.99137 -9.07320
H: 3.65321 -0.66839 -1.51378
C: 2.79106 -1.79384 -0.02446
H: 1.66950 2.66169 -2.72626
P: 2.35142 1.55764 1.08561
C: 6.59421 0.30551 1.87154
H: -4.99899 1.78278 -1.15647
C: 2.74306 1.21135 -3.90434
C: 3.54309 -0.52620 -0.43485
F: 4.46647 0.10149 -6.16521
H: -3.66165 0.66750 -1.50164
H: -7.71829 1.14588 3.98455
N: 2.67326 0.68868 -0.38760
F: 1.37330 1.24857 -7.39931
P: -2.71409 1.43146 1.40126
H: -6.26583 1.75406 4.81310
C: -7.30379 1.96677 4.56375
S: 3.63166 -0.50478 -8.61671
O: 2.23039 -6.27821 2.80571
P: 2.90931 -3.20324 3.70880
O: 2.97628 -2.07411 1.35801
O: -1.59704 0.58627 0.65291
C: 0.57385 -4.97027 1.59106
H: -4.70109 0.40805 -0.07418
O: -7.28055 3.16562 3.78532
H: 3.90722 -4.16415 3.89943
H: -10.02883 3.43380 0.28733
H: -8.57134 4.43303 0.43219
H: 0.22955 -6.69155 2.85301
F: 3.11824 -0.08506 -3.73330
O: 1.63696 -3.98928 -1.41429


Entry 3:
Below is an isolated molecule of CHIO2, with properties calculated with ωB97M-V/def2-TZVPD.

As for the highest occupied orbital energy: -10.235 eV. Its total energy is -13247.3812 eV. The value obtained for the relative energy (zero: lowest compared OMol25 entry of this formula, charge and spin) is 14.1 kJ/mol.

Element x y z (Å)
O: 1.42307 1.03860 -0.01596
C: 0.63302 0.14599 0.01781
H: 0.87019 -1.03778 -0.07951
O: -0.67081 0.53298 0.02453
I: -2.25546 -0.67979 0.05313


Entry 4:
Below is an isolated molecule of CH2N4O2S2, with properties calculated with ωB97M-V/def2-TZVPD.

As for the highest occupied orbital energy: -10.670 eV. Its total energy is -32791.5835 eV. The value obtained for the relative energy (zero: lowest compared OMol25 entry of this formula, charge and spin) is 107.9 kJ/mol.

Element x y z (Å)
H: 0.54594 -0.66139 -1.13853
N: 3.74102 -2.43801 0.16948
O: 3.24767 1.07393 1.23607
S: 2.42252 0.92531 0.03475
N: 0.85172 0.59858 0.47281
O: 2.39105 1.99606 -0.87448
H: -1.70871 0.93576 0.77887
N: 3.09842 -0.42912 -0.74328
C: 0.06796 -0.06130 -0.26380
S: -1.58723 -0.21599 0.09996
N: 3.45896 -1.43944 -0.24284